A | Molecular formula: C5H8N2O2
Method: DFT, ωB97M-V/def2-TZVPD

As for the HOMO-LUMO gap (alpha / beta): 7.880 / 7.879 eV. Its charge is 0.

CARTESIAN COORDINATES (ANGSTROEM)
C 1.334 0.065 -1.696
C 0.622 1.013 0.977
C -0.538 -1.209 -0.251
C 0.311 -0.469 -0.819
N -0.163 2.107 0.858
N -1.464 -2.199 -0.343
C -0.449 -0.363 1.230
O 1.820 1.012 1.156
O -1.596 -0.054 1.619
H 0.230 3.009 1.082
H -1.154 1.956 1.001
H -1.897 -2.318 -1.248
H -2.134 -2.163 0.419
H 0.267 -0.937 1.837
H 2.270 0.251 -1.167
H 1.009 0.985 -2.186
H 1.531 -0.687 -2.470

***

B | Molecular formula: C5H8N2O2
Method: DFT, ωB97M-V/def2-TZVPD

As for the HOMO-LUMO gap: 9.084 eV. Its charge is 0.

CARTESIAN COORDINATES (ANGSTROEM)
C 0.253 -0.243 0.404
C 3.961 0.505 -0.408
C -1.606 1.473 0.694
C -1.907 -0.620 -0.836
C -1.282 -0.080 0.449
N 1.056 -1.022 0.142
N 2.050 -1.540 -0.271
O 3.643 1.122 -1.324
O 4.331 -0.030 0.551
H -2.216 1.763 1.515
H -1.990 1.991 -0.213
H -0.698 1.979 1.125
H -1.602 -1.639 -0.973
H -1.621 -0.118 -1.730
H -3.094 -0.583 -0.641
H -1.743 -0.642 1.319
H 2.464 -2.315 0.197

***

Which structure loses on stability? A does.

***

A | Molecular formula: C5H8N2O2
Method: DFT, ωB97M-V/def2-TZVPD

As for the SMILES: C=C(C(N)=O)/C(N)=C\O. As for the HOMO-LUMO gap (alpha / beta): 7.660 / 7.659 eV. Its charge is 0.

CARTESIAN COORDINATES (ANGSTROEM)
C 1.072 -0.233 -0.584
C -0.731 -0.249 0.848
C 0.033 0.750 0.125
N 0.964 -0.106 -1.995
N -0.936 -0.083 2.180
C -0.612 -1.502 0.220
C -0.049 2.069 0.150
O -1.188 -1.767 -1.001
O 2.130 -0.544 -0.044
H -0.753 -1.184 -1.653
H 1.782 -0.448 -2.474
H 0.609 0.767 -2.353
H -1.139 -0.922 2.706
H -0.352 0.581 2.672
H -0.669 -2.373 0.860
H -0.793 2.559 0.765
H 0.633 2.685 -0.422

***

B | Molecular formula: C5H8N2O2
Method: DFT, ωB97M-V/def2-TZVPD

As for the HOMO-LUMO gap: 7.796 eV. Its charge is 0.

CARTESIAN COORDINATES (ANGSTROEM)
C 1.275 0.851 -0.767
C -0.987 -0.439 -0.742
C -1.870 0.268 -0.023
C 0.367 -0.220 -0.203
N 1.014 -1.337 0.221
C -0.467 0.923 1.256
O -1.267 -1.410 -1.697
N -0.343 0.463 2.422
O -2.947 0.673 0.280
H -0.931 -1.117 -2.556
H 0.470 -2.135 0.509
H 1.979 -1.299 0.512
H -0.348 -0.565 2.432
H -0.456 2.009 1.122
H 0.716 1.759 -0.976
H 1.703 0.486 -1.706
H 2.093 1.089 -0.085

***

Which structure loses on stability? B does.

***

A | Molecular formula: C5H12OSi
Method: DFT, ωB97M-V/def2-TZVPD

As for the SMILES: CO[SiH3].C=C=CC. As for the HOMO-LUMO gap: 9.686 eV. Its charge is 0.

CARTESIAN COORDINATES (ANGSTROEM)
C -1.636 -0.719 -0.401
C -1.729 0.509 0.019
C -2.485 -1.862 0.110
C -1.239 1.764 -0.038
C 2.038 -0.803 -0.515
O 2.461 -0.010 0.514
Si 2.098 1.518 0.703
H -0.727 -1.048 -0.811
H -2.927 -1.560 1.040
H -3.318 -2.315 -0.558
H -1.916 -2.717 0.238
H -1.586 2.244 -1.082
H -1.040 2.458 0.858
H 0.900 1.664 0.463
H 2.106 -0.268 -1.486
H 1.107 -1.055 -0.215
H 2.523 -1.751 -0.524
H 2.997 2.198 -0.346
H 2.372 1.752 2.029

***

B | Molecular formula: C5H12OSi
Method: DFT, ωB97M-V/def2-TZVPD

As for the SMILES: CO[SiH3].C=C=CC. As for the HOMO-LUMO gap: 10.208 eV. Its charge is 0.

CARTESIAN COORDINATES (ANGSTROEM)
C -1.191 0.494 1.979
C -0.014 0.243 2.459
C -1.865 -0.286 0.974
C 1.216 0.003 2.702
C 1.296 -0.977 -1.390
O 1.210 -0.084 -2.424
Si 0.038 1.010 -2.776
H -1.692 1.399 2.483
H -2.206 0.352 0.082
H -1.109 -0.995 0.534
H -2.810 -0.875 1.319
H 1.486 -0.578 3.657
H 2.059 0.457 2.019
H -0.988 0.180 -3.521
H 1.487 -1.968 -1.688
H 0.379 -1.099 -0.836
H 1.991 -0.683 -0.585
H 0.967 1.709 -3.588
H -0.252 1.698 -1.398

***

C | Molecular formula: C5H12OSi
Method: DFT, ωB97M-V/def2-TZVPD

As for the SMILES: C=C(C)[Si](C)(C)O. As for the HOMO-LUMO gap: 10.244 eV. Its charge is 0.

CARTESIAN COORDINATES (ANGSTROEM)
C 0.239 2.244 0.657
C -0.255 1.284 -0.030
C -1.680 1.388 -0.623
C 0.362 -1.446 -1.777
C 0.050 -1.655 1.504
O 2.316 -0.533 0.261
Si 0.674 -0.606 0.044
H 1.199 2.037 1.198
H -0.336 3.158 0.873
H -1.947 0.444 -1.021
H -1.810 2.184 -1.393
H -2.320 1.745 0.165
H 0.159 -0.902 -2.669
H 1.373 -1.689 -1.944
H -0.305 -2.297 -1.877
H 0.750 -2.203 2.151
H -0.411 -0.856 2.138
H -0.785 -2.333 1.489
H 2.725 0.036 0.853

***

Which structure loses on stability? A does.

***

A | Molecular formula: CH5BrN
Method: DFT, ωB97M-V/def2-TZVPD

As for the HOMO-LUMO gap (alpha / beta): 8.387 / 10.569 eV. Its charge is +1.

CARTESIAN COORDINATES (ANGSTROEM)
C -0.489 0.364 -0.359
N 0.393 -0.666 0.396
Br -2.333 0.087 0.212
H 0.773 2.822 -0.649
H -0.218 0.133 -1.440
H 0.951 -1.337 -0.202
H 1.142 -0.205 0.972
H -0.219 -1.199 1.070

***

B | Molecular formula: CH5BrN
Method: DFT, ωB97M-V/def2-TZVPD

As for the SMILES: [NH3+]CBr. As for the HOMO-LUMO gap: 11.119 eV. Its charge is +1.

CARTESIAN COORDINATES (ANGSTROEM)
C -0.327 -0.660 0.061
N 0.567 0.516 0.089
Br -2.173 0.010 0.075
H -0.205 -0.943 -1.008
H -0.140 -1.416 0.849
H 0.556 1.219 0.846
H 1.452 0.240 -0.132
H 0.271 1.035 -0.780

***

Which structure loses on stability? A does.

***

A | Molecular formula: CH6O4
Method: DFT, ωB97M-V/def2-TZVPD

As for the HOMO-LUMO gap: 5.100 eV. Its charge is 0.

CARTESIAN COORDINATES (ANGSTROEM)
O 1.260 0.910 -0.553
C 0.675 1.123 0.543
O 0.189 0.102 1.275
H 1.291 1.685 1.285
H -0.709 -0.290 0.907
H -0.125 -1.668 -0.920
H -0.250 1.771 0.492
O 0.741 -1.522 -1.382
H 0.904 -0.567 -1.332
H -2.338 -0.577 -0.420
O -1.638 -0.967 0.104

***

B | Molecular formula: CH6O4
Method: DFT, ωB97M-V/def2-TZVPD

As for the SMILES: O=CO.O.O. As for the HOMO-LUMO gap: 11.137 eV. Its charge is 0.

CARTESIAN COORDINATES (ANGSTROEM)
O -0.040 0.389 1.841
C 0.122 -0.483 1.025
O -0.760 -1.419 0.728
H 1.021 -0.478 0.409
H -1.584 -1.299 1.210
H 1.158 -1.261 -2.043
H 0.193 -2.076 -2.613
O 0.222 -1.448 -1.869
H 0.367 2.025 -0.451
H -0.017 2.698 -1.701
O 0.322 2.916 -0.822

***

Which structure loses on stability? A does.

***

A | Molecular formula: C48H84N12
Method: DFT, ωB97M-V/def2-TZVPD

As for the HOMO-LUMO gap: 8.109 eV. Its charge is 0.

CARTESIAN COORDINATES (ANGSTROEM)
C -2.734 2.082 -0.909
C -2.865 3.409 -1.725
C -4.253 3.704 -2.172
C -4.196 4.924 -3.007
N -4.117 5.922 -3.622
H -3.456 1.989 -0.097
H -1.754 1.812 -0.515
H -3.079 1.231 -1.496
H -2.216 3.421 -2.600
H -2.570 4.234 -1.077
H -4.834 3.827 -1.257
H -4.701 2.837 -2.658
C -3.070 -2.198 -2.858
C -1.573 -2.413 -2.859
C -0.796 -1.968 -4.151
C -1.288 -2.603 -5.416
N -1.679 -3.035 -6.402
H -3.235 -1.148 -3.100
H -3.529 -2.422 -1.895
H -3.563 -2.757 -3.654
H -1.196 -3.403 -2.603
H -1.162 -1.857 -2.017
H 0.244 -2.122 -3.861
H -0.825 -0.888 -4.295
C 3.971 2.979 -2.731
C 2.934 2.625 -1.662
C 1.954 1.534 -2.113
C 2.475 0.175 -2.252
N 2.889 -0.939 -2.451
H 4.642 2.132 -2.875
H 4.677 3.772 -2.482
H 3.492 3.298 -3.656
H 2.375 3.540 -1.464
H 3.520 2.265 -0.816
H 1.448 1.733 -3.058
H 1.197 1.421 -1.337
C -0.881 -1.265 -0.043
C 0.320 -0.430 -0.392
C 0.412 1.032 0.107
C 0.306 1.148 1.581
N 0.263 1.271 2.742
H -1.777 -0.687 -0.268
H -0.915 -1.543 1.011
H -1.032 -2.220 -0.545
H 0.469 -0.663 -1.446
H 1.173 -0.993 -0.014
H -0.379 1.556 -0.429
H 1.355 1.492 -0.188
C -1.204 -0.904 3.548
C 0.067 -1.798 3.180
C 0.921 -2.054 4.392
C 2.157 -2.791 3.924
N 3.037 -3.351 3.538
H -1.608 -1.143 4.532
H -1.887 -1.111 2.725
H -0.943 0.152 3.609
H 0.618 -1.531 2.278
H -0.215 -2.829 2.967
H 0.407 -2.605 5.180
H 1.248 -1.080 4.755
C 1.537 2.351 6.603
C 0.379 1.666 5.881
C 0.848 1.018 4.511
C 1.739 1.739 3.598
N 2.399 2.350 2.949
H 1.177 2.882 7.483
H 1.975 3.130 5.979
H 2.350 1.664 6.842
H -0.282 2.487 5.603
H -0.131 0.885 6.446
H -0.107 0.831 4.019
H 1.311 0.046 4.684
C 0.062 3.572 -5.529
C 0.001 2.901 -4.131
C 0.132 1.356 -4.091
C -0.266 0.791 -2.862
N -0.700 0.312 -1.909
H -0.663 3.044 -6.150
H 1.074 3.436 -5.909
H -0.192 4.629 -5.451
H -0.852 3.198 -3.520
H 0.819 3.380 -3.594
H 1.165 1.112 -4.340
H -0.638 0.920 -4.727
C 1.507 5.780 1.486
C 1.647 4.255 1.676
C 0.503 3.263 1.303
C 0.202 3.363 -0.096
N -0.057 3.475 -1.196
H 0.970 6.008 0.565
H 2.510 6.185 1.347
H 1.146 6.448 2.268
H 1.846 4.157 2.743
H 2.529 3.932 1.122
H -0.425 3.263 1.875
H 1.026 2.318 1.448
C -2.444 -3.225 1.549
C -1.792 -4.503 1.920
C -0.317 -4.513 1.258
C -0.304 -4.473 -0.200
N -0.392 -4.392 -1.366
H -1.780 -2.403 1.817
H -3.412 -3.193 2.048
H -2.484 -3.125 0.464
H -2.458 -5.350 1.759
H -1.722 -4.543 3.007
H 0.369 -5.309 1.549
H 0.215 -3.669 1.696
C -3.894 -0.449 0.389
C -4.491 -1.844 -0.192
C -5.866 -1.699 -0.894
C -6.664 -2.962 -1.133
N -7.291 -3.891 -1.322
H -2.988 -0.703 0.939
H -4.536 0.140 1.045
H -3.591 0.221 -0.415
H -4.682 -2.444 0.698
H -3.726 -2.273 -0.840
H -5.670 -1.243 -1.864
H -6.562 -0.972 -0.475
C 5.131 -0.461 2.265
C 3.831 -1.373 1.973
C 2.532 -0.534 1.824
C 2.537 0.611 0.894
N 2.498 1.525 0.178
H 5.874 -1.082 2.766
H 4.951 0.405 2.901
H 5.524 0.024 1.371
H 3.587 -2.112 2.736
H 4.058 -2.016 1.123
H 2.300 -0.156 2.819
H 1.685 -1.167 1.561
C 3.190 -2.883 -2.470
C 3.100 -4.153 -1.514
C 1.794 -4.376 -0.798
C 1.507 -3.334 0.198
N 1.249 -2.492 0.987
H 3.478 -1.987 -1.922
H 2.249 -2.696 -2.989
H 4.088 -3.121 -3.040
H 3.827 -4.201 -0.703
H 3.287 -5.007 -2.165
H 1.615 -5.395 -0.454
H 1.008 -4.114 -1.507

***

B | Molecular formula: C48H84N12
Method: DFT, ωB97M-V/def2-TZVPD

As for the SMILES: CCCC#N.CCCC#N.CCCC#N.CCCC#N.CCCC#N.CCCC#N.CCCC#N.CCCC#N.CCCC#N.CCCC#N.CCCC#N.CCCC#N. As for the HOMO-LUMO gap: 11.242 eV. Its charge is 0.

CARTESIAN COORDINATES (ANGSTROEM)
C -0.732 -21.038 -16.844
C 0.630 -21.671 -16.572
C 1.696 -20.978 -17.371
C 1.616 -21.271 -18.818
N 1.531 -21.449 -19.947
H -0.742 -20.039 -16.407
H -1.548 -21.583 -16.369
H -1.014 -20.857 -17.881
H 0.790 -22.726 -16.796
H 0.777 -21.607 -15.494
H 2.727 -21.196 -17.091
H 1.565 -19.904 -17.237
C -1.512 -25.357 -7.517
C -2.176 -24.187 -8.288
C -3.174 -24.548 -9.375
C -4.312 -25.364 -8.971
N -5.203 -26.081 -8.702
H -2.166 -25.920 -6.851
H -0.699 -24.976 -6.899
H -1.170 -26.153 -8.179
H -1.399 -23.606 -8.785
H -2.617 -23.595 -7.486
H -2.697 -25.111 -10.177
H -3.583 -23.590 -9.696
C -8.007 -19.372 -12.351
C -8.562 -19.134 -10.972
C -7.805 -19.937 -9.786
C -6.339 -19.752 -9.623
N -5.200 -19.607 -9.499
H -8.734 -19.127 -13.125
H -7.673 -20.408 -12.400
H -7.152 -18.732 -12.571
H -9.610 -19.426 -10.910
H -8.562 -18.070 -10.735
H -7.914 -21.018 -9.874
H -8.219 -19.575 -8.845
C -0.108 -17.535 -14.163
C -0.548 -16.100 -13.882
C -2.039 -15.783 -14.322
C -2.558 -14.488 -13.826
N -3.018 -13.525 -13.418
H 0.841 -17.748 -13.670
H 0.041 -17.673 -15.234
H -0.824 -18.343 -14.008
H 0.097 -15.433 -14.453
H -0.424 -15.942 -12.810
H -2.690 -16.602 -14.013
H -2.221 -15.853 -15.395
C -0.068 -23.549 -12.248
C -0.288 -22.333 -11.349
C -0.281 -20.946 -12.126
C 0.982 -20.629 -12.822
N 1.958 -20.423 -13.381
H -0.434 -24.453 -11.763
H 0.991 -23.737 -12.426
H -0.545 -23.486 -13.226
H 0.615 -22.358 -10.739
H -1.189 -22.457 -10.748
H -0.375 -20.149 -11.389
H -1.132 -20.889 -12.805
C -5.717 -16.001 -14.002
C -7.289 -16.084 -14.186
C -7.949 -14.809 -14.668
C -7.765 -13.699 -13.715
N -7.659 -12.814 -13.026
H -5.150 -15.764 -14.902
H -5.246 -16.950 -13.746
H -5.387 -15.255 -13.279
H -7.709 -16.335 -13.212
H -7.597 -16.926 -14.806
H -9.026 -14.950 -14.753
H -7.566 -14.498 -15.640
C -3.290 -14.612 -9.547
C -4.553 -15.133 -10.233
C -4.654 -16.626 -10.461
C -3.417 -17.157 -11.023
N -2.447 -17.618 -11.480
H -3.362 -13.526 -9.489
H -2.355 -14.891 -10.033
H -3.222 -15.077 -8.563
H -4.800 -14.665 -11.186
H -5.429 -14.872 -9.640
H -5.476 -16.867 -11.135
H -4.948 -17.049 -9.501
C -3.669 -20.550 -14.439
C -4.499 -20.441 -13.167
C -5.057 -21.769 -12.639
C -4.207 -22.922 -12.442
N -3.483 -23.843 -12.366
H -3.105 -19.634 -14.612
H -4.338 -20.812 -15.259
H -2.975 -21.377 -14.283
H -5.293 -19.710 -13.320
H -3.876 -19.979 -12.400
H -5.778 -22.069 -13.400
H -5.660 -21.535 -11.762
C -10.065 -25.256 -10.460
C -8.879 -26.291 -10.346
C -7.569 -25.864 -10.966
C -7.123 -24.503 -10.576
N -6.758 -23.435 -10.218
H -10.193 -24.897 -11.482
H -9.812 -24.343 -9.921
H -10.978 -25.727 -10.097
H -9.132 -27.304 -10.660
H -8.769 -26.424 -9.270
H -7.553 -25.904 -12.055
H -6.755 -26.489 -10.599
C -10.969 -20.581 -14.996
C -11.591 -21.594 -13.991
C -10.492 -22.116 -12.994
C -9.257 -22.613 -13.616
N -8.292 -22.949 -14.153
H -11.670 -20.283 -15.776
H -10.157 -21.096 -15.509
H -10.644 -19.677 -14.481
H -12.157 -22.389 -14.477
H -12.340 -21.080 -13.389
H -10.841 -22.970 -12.414
H -10.195 -21.348 -12.280
C -6.977 -20.903 -16.886
C -7.610 -19.576 -16.462
C -8.552 -19.003 -17.533
C -9.040 -17.669 -17.138
N -9.426 -16.632 -16.849
H -6.102 -20.708 -17.506
H -7.706 -21.556 -17.364
H -6.533 -21.375 -16.010
H -6.802 -18.865 -16.286
H -8.158 -19.638 -15.522
H -9.387 -19.687 -17.685
H -8.097 -18.957 -18.523
C -1.325 -16.639 -19.046
C -1.402 -18.152 -18.965
C -2.799 -18.699 -18.771
C -3.505 -18.232 -17.596
N -4.090 -17.839 -16.653
H -1.927 -16.293 -19.886
H -0.302 -16.292 -19.194
H -1.718 -16.228 -18.116
H -0.816 -18.385 -18.076
H -1.012 -18.666 -19.843
H -2.651 -19.778 -18.729
H -3.404 -18.409 -19.630

***

Which structure loses on stability? A does.